DFT (ωB97M-V with the def2-TZVPD basis set) results for C2H3NO3 in the gas phase.

HOMO level (alpha / beta) ... -7.93 / -9.75 eV
<S²> ... 2.01
Largest force on an atom ... 7.509 eV/A
2S+1 ... 3
Energy relative to the best compared isomer or geometry (same formula, charge and spin) ... 73.4 kcal per mole

XYZ file:
```
9
Properties=species:S:1:pos:R:3:lowdin_charge:R:1
O 0.775 -2.369 -0.433 0.2245
O 0.924 0.439 0.369 -0.1344
O -1.315 0.410 -0.404 0.1323
N 0.787 1.824 0.427 0.0241
C -0.183 -1.690 -0.443 -0.1987
C -0.347 -0.199 -0.234 -0.3807
H -1.112 -2.281 -0.667 0.1819
H 0.563 1.987 1.437 0.1084
H -0.091 1.878 -0.050 0.0428
```